(1)
{
  "formula": "C4H8P2",
  "method": "ωB97M-V/def2-TZVPD",
  "homo_energy_ev": [-6.827, -6.935],
  "e_tot_ha": -839.691960,
  "relative_energy_kj_mol": 508.1,
  "elements": ["C", "C", "C", "C", "P", "P", "H", "H", "H", "H", "H", "H", "H", "H"],
  "xyz": [[-0.3143, -0.1566, 0.0249], [0.8940, -0.3715, 0.6058], [-1.3006, 0.6664, 0.5469], [2.0716, -0.8515, -0.1651], [-4.2387, -0.8655, 0.0341], [-2.9590, 0.7104, -0.1532], [-0.4083, -0.5208, -1.0334], [0.9620, -0.4098, 1.7292], [-1.3316, 1.0852, 1.4807], [2.0194, -2.0643, -0.2430], [3.0358, -0.9666, 0.3177], [2.2392, -0.3772, -1.0787], [-2.9229, 1.4214, -1.4712], [-3.2956, 1.9554, 0.3574]],
  "atomic_forces_ev_per_a": [[1.3, -0.3, -1.2], [0.2, -0.8, 1.4], [-2.4, -1.7, -2.3], [0.1, -4.3, 1.5], [0.5, -0.3, 0.3], [0.6, 2.3, -1.7], [-0.1, 0.6, 0.8], [0.0, 0.6, -1.2], [0.5, 0.8, 2.4], [-0.6, 2.4, -0.7], [0.1, 1.2, 0.8], [-0.1, 0.4, -1.7], [0.3, -1.3, 0.7], [-0.5, 0.2, 0.9]]
}

(2)
{
  "formula": "C4H8P2",
  "method": "ωB97M-V/def2-TZVPD",
  "homo_energy_ev": -9.181,
  "e_tot_ha": -839.778190,
  "relative_energy_kj_mol": 281.7,
  "smiles": "[H]/P=C/C.CC#P",
  "elements": ["H", "P", "C", "C", "H", "H", "H", "H", "C", "C", "P", "H", "H", "H"],
  "xyz": [[3.0935, -1.1878, -0.5010], [1.9412, -0.5161, 0.1470], [1.6119, 0.5747, -1.1276], [0.4044, 1.5566, -0.9232], [2.2180, 0.4880, -2.0025], [-0.3404, 1.3998, -1.7482], [0.7535, 2.6309, -0.9830], [-0.1578, 1.2078, -0.0263], [-3.6218, -1.5489, -0.7723], [-3.0938, -0.3442, -0.1557], [-2.5110, 0.9339, 0.5056], [-3.0457, -2.4746, -0.6150], [-4.1286, -1.4192, -1.7405], [-4.6376, -1.7386, -0.2245]],
  "atomic_forces_ev_per_a": [[-0.8, 0.4, 0.5], [0.6, 0.5, -1.6], [-1.2, -0.5, 2.5], [0.8, -0.9, -1.4], [0.0, 0.5, -0.7], [0.7, 0.2, 0.5], [-0.6, -1.2, 0.5], [0.9, 0.9, -0.4], [-3.2, -0.6, 1.4], [0.8, 0.9, 0.1], [-0.9, -1.1, -0.4], [0.0, 0.6, -0.5], [1.2, 0.0, -0.3], [1.7, 0.0, -0.3]]
}

(3)
{
  "formula": "C4H8S2",
  "method": "ωB97M-V/def2-TZVPD",
  "homo_energy_ev": -8.665,
  "e_tot_ha": -953.542018,
  "relative_energy_kj_mol": 117.1,
  "smiles": "CC(=S)CCS",
  "elements": ["C", "C", "S", "C", "C", "S", "H", "H", "H", "H", "H", "H", "H", "H"],
  "xyz": [[-1.5928, 1.4034, 0.5375], [-0.2961, 0.9506, 0.0472], [0.6436, 2.1084, -0.7174], [0.1587, -0.4509, 0.3757], [1.2456, -0.8380, -0.6305], [1.9281, -2.4813, -0.4965], [-2.3428, 0.6598, 0.7780], [-1.9190, 2.1669, -0.1972], [-1.3316, 2.0424, 1.4384], [-0.7177, -1.1125, 0.3456], [0.5902, -0.3897, 1.4160], [1.9886, -0.1492, -0.4609], [0.8420, -0.6546, -1.6304], [0.8033, -3.2553, -0.8056]],
  "atomic_forces_ev_per_a": [[-0.3, 2.1, 0.6], [1.7, 1.0, -0.6], [-0.7, -1.4, 0.6], [0.4, 0.5, 0.0], [-2.5, -1.3, -0.2], [-0.6, -1.2, -0.1], [0.0, -0.1, 0.0], [-0.4, -0.6, 0.5], [-0.6, -0.9, -0.6], [0.3, 0.0, 0.2], [-0.6, -0.4, -0.8], [2.2, 1.3, 0.0], [0.3, -0.1, 0.1], [1.0, 1.0, 0.3]]
}

(4)
{
  "formula": "C4H8S2",
  "method": "ωB97M-V/def2-TZVPD",
  "homo_energy_ev": -8.711,
  "e_tot_ha": -953.556452,
  "relative_energy_kj_mol": 79.2,
  "elements": ["C", "C", "C", "C", "H", "H", "H", "H", "H", "H", "H", "H", "S", "S"],
  "xyz": [[-1.0397, 1.0852, 1.7482], [0.4683, -0.2857, -0.1075], [-0.6268, -0.7004, -1.1113], [1.6475, -0.4448, -1.0832], [-1.9708, 0.8262, 1.2003], [-1.2062, 2.0203, 2.3007], [-0.8077, 0.2917, 2.4562], [0.5550, -1.0298, 0.6955], [-1.0587, 0.1654, -1.6000], [-1.3806, -1.3681, -0.7242], [2.5505, -0.8948, -0.6774], [1.8759, 0.5069, -1.6006], [0.3655, 1.3588, 0.6509], [0.6278, -1.5308, -2.1474]],
  "atomic_forces_ev_per_a": [[-0.5, 0.1, -0.1], [0.1, 0.0, 0.3], [0.4, 0.1, 0.3], [-0.1, 0.6, -0.1], [0.6, 0.2, 0.2], [0.0, -0.3, -0.2], [0.0, 0.0, 0.1], [-0.1, 0.1, -0.2], [-0.1, 0.0, -0.1], [-0.3, -0.1, 0.0], [0.0, 0.1, -0.1], [0.0, -0.5, 0.2], [-0.1, -0.2, -0.2], [0.1, -0.1, -0.1]]
}

(5)
{
  "formula": "C4H8S2",
  "method": "ωB97M-V/def2-TZVPD",
  "homo_energy_ev": [-7.366, -7.114],
  "e_tot_ha": -953.441980,
  "relative_energy_kj_mol": 379.8,
  "elements": ["C", "C", "C", "C", "S", "S", "H", "H", "H", "H", "H", "H", "H", "H"],
  "xyz": [[-1.3357, -0.9314, -1.7302], [-0.3232, -1.1760, -0.7139], [0.0745, 1.2207, 1.2526], [1.0256, 0.7915, 0.1994], [-1.9155, -1.2035, -0.0225], [2.5319, 0.0399, 0.5897], [-1.4924, 0.0805, -2.0803], [-1.6006, -1.6957, -2.4562], [0.3408, -2.0226, -0.6519], [0.3658, 2.1833, 1.6802], [0.0212, 0.4883, 2.0552], [-0.9230, 1.3359, 0.8283], [1.0770, 1.3561, -0.7178], [2.1538, -0.4669, 1.7673]],
  "atomic_forces_ev_per_a": [[-0.2, 0.0, -0.3], [1.1, 1.6, 0.7], [0.0, 0.2, -0.2], [-1.1, -1.7, -0.7], [-0.4, -0.1, 0.2], [0.4, 0.1, 0.0], [0.1, 0.1, 0.0], [0.1, 0.0, 0.1], [0.2, -0.1, -0.1], [0.1, 0.1, 0.1], [0.0, 0.0, 0.1], [-0.1, 0.0, 0.0], [0.0, 0.1, -0.1], [0.0, -0.1, 0.1]]
}

(6)
{
  "formula": "C4H8S2",
  "method": "ωB97M-V/def2-TZVPD",
  "homo_energy_ev": [-7.492, -7.530],
  "e_tot_ha": -953.413344,
  "relative_energy_kj_mol": 455.0,
  "elements": ["C", "C", "C", "C", "S", "S", "H", "H", "H", "H", "H", "H", "H", "H"],
  "xyz": [[-0.8750, 0.4856, -0.6995], [-1.0251, -0.6022, 0.2671], [0.4392, 1.2929, -0.6219], [-0.0488, -1.6416, 0.2029], [0.6153, 2.4276, 0.7766], [1.9186, 0.4464, -0.8508], [-0.8446, -0.0179, -1.7087], [-1.7429, 1.1352, -0.4163], [-1.7314, -0.5148, 1.0777], [1.0482, -1.1668, 0.2072], [-0.1243, -2.0618, -0.8320], [-0.2579, -2.5370, 0.8582], [-0.1808, 1.8789, 1.5576], [2.8095, 0.8757, 0.1818]],
  "atomic_forces_ev_per_a": [[-0.7, 0.3, -0.8], [0.3, 0.5, 0.9], [-0.1, 0.1, 2.4], [1.3, -2.0, -0.4], [1.8, 1.7, -2.5], [1.9, 0.3, -0.3], [-0.7, 0.9, 0.5], [0.8, 0.1, -1.5], [0.0, 0.1, 0.2], [-2.0, -1.6, 0.6], [0.4, 0.1, 0.3], [0.6, 1.2, -0.3], [-2.2, -1.5, 2.1], [-1.5, -0.2, -1.1]]
}